[1]
Density functional theory data (ωB97M-V with the def2-TZVPD basis set) for a molecular structure, C40H47Cl7F8MnN9O10P2Ti.

Calculated values
<S²>: 20.0045
2S+1: 9
Frontier orbital gap (alpha / beta) (eV): 5.8 / 8.7

Each line ends with the Mulliken charge.
Cartesian coordinates (Å):
O: -2.864 0.346 22.608  -0.673
C: -2.689 10.702 21.976  -0.448
H: 3.085 5.918 15.466  0.495
C: 1.436 2.444 16.610  -0.682
H: 2.737 12.955 17.980  0.471
H: 1.884 2.851 15.715  0.454
H: -0.718 2.299 23.466  0.344
O: -1.345 4.853 21.759  -0.068
F: 0.636 7.666 19.207  -0.381
H: 3.337 2.139 24.600  0.404
N: -2.141 4.212 18.806  0.606
H: 4.967 9.987 25.095  0.416
H: 0.732 11.493 21.557  0.740
Ti: -1.038 9.150 24.243  0.223
F: 2.803 5.312 19.862  -0.441
H: 1.419 -0.637 17.907  0.433
O: -4.340 1.072 20.905  -0.729
O: 8.677 7.228 21.376  -0.533
H: 3.237 10.030 27.182  0.401
C: -1.713 9.252 19.784  -0.397
H: 5.331 5.435 19.018  -0.089
C: -0.035 7.583 15.493  0.308
C: 0.321 2.413 23.193  -0.463
N: 2.613 5.989 26.537  1.036
F: 2.950 7.625 19.274  -0.462
C: -0.939 9.479 20.947  0.415
C: -3.360 10.796 20.688  -0.620
C: -2.816 3.327 17.981  -0.218
C: 6.046 5.053 18.289  0.568
C: 4.598 4.107 12.522  -0.473
H: -3.108 11.120 22.879  0.411
N: 0.596 2.909 21.894  0.805
H: -3.513 10.002 18.713  0.446
H: 4.008 8.525 17.380  0.068
H: 6.209 6.736 23.450  0.251
H: 1.005 1.987 25.188  0.512
H: 0.331 0.602 19.685  0.470
H: 6.385 5.204 13.168  0.371
H: 0.018 9.054 21.211  0.536
C: 1.708 1.106 16.742  -0.318
O: -1.350 7.190 23.104  -0.302
N: 2.734 4.475 13.919  -0.316
H: 0.635 5.201 26.462  0.326
F: 1.854 6.178 17.988  -0.409
C: 1.294 2.207 24.171  -0.749
O: 7.205 8.602 22.118  -0.532
H: 5.572 4.959 17.312  -0.132
Cl: 2.575 10.017 16.109  -0.176
C: 3.018 9.886 26.135  -0.883
C: 3.005 2.767 22.493  -0.992
Cl: -0.782 5.940 15.413  -0.145
O: -3.178 2.536 22.148  -0.657
F: -3.031 5.462 23.603  -0.288
H: 0.843 6.914 26.694  0.193
H: 3.425 9.932 18.320  -0.113
H: 4.273 9.413 22.940  0.634
H: 5.007 3.479 11.745  0.372
C: 3.546 13.572 19.950  -0.388
P: 1.772 6.545 19.542  1.770
H: 4.314 14.238 19.587  0.398
H: 0.544 7.625 14.570  0.462
Cl: 5.274 10.424 17.062  -0.200
O: 2.940 6.211 27.677  -0.605
H: 4.032 2.802 22.163  0.610
H: -4.240 3.049 16.382  0.454
Mn: -0.622 3.648 20.274  0.622
H: -2.705 2.255 18.056  0.467
H: 0.631 7.549 16.355  -0.459
C: 1.950 2.965 21.595  -0.056
H: 5.323 6.223 15.119  0.480
C: 2.702 12.877 19.056  -0.490
F: 1.692 6.836 21.169  -0.259
O: 3.381 5.644 25.639  -0.532
C: 3.903 9.811 25.032  -0.217
N: 7.663 7.489 22.016  0.971
C: 1.223 0.416 17.767  -0.969
H: 2.156 0.597 15.901  0.427
H: -4.293 11.308 20.506  0.389
H: 1.255 6.120 25.025  0.155
C: -3.404 6.077 17.777  -0.705
H: 1.009 11.661 18.920  0.442
H: 1.080 9.210 26.708  0.544
H: -2.026 6.257 19.316  0.425
N: 0.313 2.512 18.756  0.702
C: 3.294 3.906 12.849  -0.280
H: 4.012 13.815 22.041  0.389
C: 5.326 5.028 13.284  -0.444
C: -2.911 9.961 19.609  -0.645
H: 0.278 4.117 17.484  0.415
F: 0.671 5.316 19.837  -0.172
F: -0.578 5.093 24.136  -0.139
C: 3.431 5.425 14.570  -0.146
C: 2.178 9.052 23.586  -0.294
H: -3.637 7.131 17.826  0.427
Cl: 7.337 6.163 18.015  -0.147
C: 3.758 9.586 17.342  0.475
H: -1.458 8.627 18.941  0.355
C: 4.784 5.655 14.376  -0.447
Cl: 6.645 3.403 18.604  -0.207
P: -1.580 5.725 22.987  0.292
C: 3.544 9.457 23.735  -1.039
Cl: -3.107 1.296 21.584  1.758
N: 2.396 12.563 21.869  -0.428
N: 1.270 9.101 24.625  0.451
H: 7.807 5.835 23.346  0.305
H: 1.853 8.741 22.604  0.577
C: -4.024 5.192 16.881  -0.433
C: 0.675 3.116 17.560  -0.332
H: 2.329 3.148 20.600  0.221
H: 2.660 3.215 12.312  0.395
C: -2.482 5.524 18.668  -0.345
C: 1.707 9.429 25.857  -0.395
C: 1.565 11.931 21.027  -0.505
C: 0.567 1.141 18.779  -0.449
C: 1.682 12.120 19.629  -0.283
C: 2.628 2.422 23.837  -0.398
C: -3.752 3.811 16.971  -0.983
H: 6.573 5.723 22.094  0.225
C: 3.375 13.298 21.338  -0.390
C: 1.201 6.064 26.112  -0.585
Cl: -1.295 8.814 15.662  -0.170
N: -1.438 10.183 22.018  -0.196
H: -4.762 5.572 16.189  0.435
C: 7.031 6.394 22.821  -0.678
O: -2.089 1.425 20.576  -0.650



[2]
Density functional theory data (ωB97M-V with the def2-TZVPD basis set) for a molecular structure, C40H47ClGaNOPSi2.

Calculated values
Relative energy (zero: lowest compared OMol25 entry of this formula, charge and spin) (kcal/mol): 6.72
Total charge: +1
Frontier orbital gap (eV): 8.8

Each line ends with the Mulliken charge.
Cartesian coordinates (Å):
Si: -1.213 2.775 0.489  -0.511
N: -0.205 0.801 -1.333  1.094
C: 1.349 -5.417 2.590  -0.732
H: 6.189 -2.082 1.215  0.451
H: -5.933 4.164 -0.510  0.431
H: -4.032 0.143 -0.242  -0.071
H: 0.329 -1.738 3.126  0.340
C: -3.653 6.091 1.074  -0.732
C: -3.874 -3.134 1.279  -1.340
P: 1.282 -1.890 0.476  0.407
C: -0.564 -0.134 -2.430  -0.050
C: 0.916 -4.995 3.836  -0.658
H: -2.728 -4.436 -1.339  0.310
H: 3.308 -1.782 -1.748  0.336
C: 0.555 -3.671 4.034  -0.855
C: 4.165 0.431 2.223  -0.756
H: -4.295 -0.583 -1.823  0.292
C: 0.503 3.878 2.469  -0.174
H: -1.578 0.095 -2.760  0.406
C: 1.220 1.138 -1.433  -0.345
H: 3.477 5.476 2.543  0.448
C: 1.341 4.191 0.259  -0.126
C: 2.466 4.812 0.775  -0.708
H: -0.584 -1.145 -2.008  -0.630
C: 0.351 3.680 1.097  0.634
C: 1.611 4.521 2.988  -0.724
H: 1.499 2.910 -2.656  0.193
H: 1.247 -0.749 -3.454  -0.212
C: 2.584 -3.188 -3.196  -0.573
H: -2.073 1.674 -1.518  0.569
H: -0.203 -5.081 -2.870  0.484
C: 1.448 -4.519 1.541  -0.368
H: 3.382 -2.987 -3.897  0.475
H: -4.856 -3.543 1.068  0.404
H: -2.654 1.049 1.621  0.858
C: 1.633 1.831 -2.744  -0.979
H: -5.702 6.395 0.528  0.393
H: -5.368 -0.970 -0.497  0.550
C: -1.585 1.262 1.607  -0.892
H: 1.773 0.192 -1.330  0.108
C: -4.994 4.465 -0.069  -0.701
C: 0.375 -0.119 -3.636  -0.273
H: 1.483 1.784 -0.591  0.198
H: -0.020 1.929 -4.160  0.273
H: 1.618 -6.450 2.432  0.451
H: -3.540 7.060 1.535  0.413
H: 3.234 5.173 0.111  0.459
H: -0.774 2.735 -2.033  0.459
H: 4.185 1.373 2.747  0.571
C: 2.544 -2.511 -1.987  -0.804
C: -1.057 1.996 -1.280  -0.790
C: 2.912 -1.258 1.020  0.464
Cl: 1.515 0.845 1.952  -0.017
C: 0.567 -4.367 -2.619  -0.839
C: 5.285 -1.513 1.364  -0.935
H: 1.695 4.662 4.055  0.450
C: 2.973 -0.050 1.712  0.332
C: 2.609 4.975 2.141  -0.672
C: -2.578 5.222 1.043  -0.355
H: -0.287 -3.873 -0.712  0.693
C: 5.324 -0.308 2.046  -0.667
Ga: -0.659 -0.249 0.602  0.672
H: 0.868 -5.696 4.656  0.422
H: 1.238 4.114 -0.813  0.297
H: 4.057 -2.940 0.353  0.504
H: -2.262 -3.142 -2.426  0.275
H: -3.957 -2.477 2.139  0.317
H: -3.231 -3.959 1.569  0.342
H: -1.252 1.391 2.636  0.547
C: -4.863 5.716 0.512  -0.533
C: -2.689 3.962 0.461  0.730
C: 1.084 -3.191 1.737  1.167
H: 1.635 -4.622 -4.458  0.435
H: -1.632 5.513 1.473  0.285
C: -4.333 -0.770 -0.753  -0.854
H: -0.155 -0.543 -4.488  0.634
Si: -3.195 -2.222 -0.244  0.918
C: 0.628 -2.773 2.985  -0.538
C: 0.843 1.295 -3.945  -0.993
C: -3.918 3.597 -0.087  -0.360
H: 0.220 -3.342 5.005  0.478
C: 1.598 -4.109 -3.511  -0.741
H: 6.257 0.061 2.441  0.428
H: 1.475 1.282 -4.833  0.568
H: 2.702 1.654 -2.887  0.517
H: -3.957 -3.551 -2.206  0.547
C: -3.006 -3.449 -1.696  -1.222
O: -1.719 -1.605 0.103  -0.173
H: 1.798 -4.855 0.575  0.392
C: 0.523 -3.702 -1.410  -1.191
H: -4.034 2.620 -0.534  0.128
C: 1.521 -2.784 -1.083  0.647
H: -0.270 3.536 3.143  0.398
C: 4.087 -1.990 0.865  -0.498



Calculated total energy
In order: -258534.0767 -135722.7324
Unit: eV
Max |F|
In order: 6.2 1.3
Unit: eV Å⁻¹